[1]
ORCA calculation (the ωB97M-V functional and the def2-TZVPD basis) on C4H6OS2 in the gas phase.

```
! wB97M-V def2-TZVPD RIJCOSX def2/J DEFGRID3
* xyz 0 1
O -1.39658 -0.68652 -1.15840
C -1.12466 -0.67888 0.20344
C 0.10212 0.10985 0.57381
C 0.29949 1.52879 -0.02964
S 2.02907 1.18674 -0.51504
C 1.44727 -0.39660 -0.04790
S 2.07369 -1.89505 -0.19874
H -0.60128 -1.10163 -1.61493
H -0.92398 -1.75020 0.58254
H -2.00969 -0.33191 0.76907
H 0.29174 0.08475 1.63301
H 0.13183 2.28039 0.70286
H -0.31903 1.65026 -0.90008
*
```

Kohn-Sham gap: 8.58 eV
SMILES: OC[C@@H]1CSC1=S
HOMO level: -8.858 eV

Mulliken atomic charge list, values in e, 8 entries:
1 O -0.520
2 C -0.717
3 C 0.167
4 C -0.725
5 S -0.107
6 C -0.079
7 S -0.210
8 H 0.359



[2]
ORCA calculation (the ωB97M-V functional and the def2-TZVPD basis) on C4H6OSi in the gas phase.

```
! wB97M-V def2-TZVPD RIJCOSX def2/J DEFGRID3
* xyz 0 1
C -0.40176 -1.26176 0.65982
C 1.84712 -1.38332 0.23910
C -0.68428 -0.05035 0.18062
C -2.15607 0.45162 0.26642
O 0.20198 0.73792 -0.53690
Si 1.79880 0.30786 -0.56688
H -2.62018 0.35947 -0.69795
H -2.73166 -0.10266 1.01234
H -2.14792 1.46900 0.41495
H 2.35760 -0.20715 -1.88465
H 2.20593 1.67566 -0.12072
H 2.33044 -1.99629 1.03384
*
```

Kohn-Sham gap (alpha / beta): 7.87 / 6.83 eV
HOMO level (alpha / beta): -9.120 / -8.846 eV

Mulliken atomic charge list, values in e, 8 entries:
1 C -0.457
2 C -0.400
3 C 0.778
4 C -1.165
5 O -0.241
6 Si 0.301
7 H 0.297
8 H 0.334



[3]
ORCA calculation (the ωB97M-V functional and the def2-TZVPD basis) on C4H6P2 in the gas phase.

```
! wB97M-V def2-TZVPD RIJCOSX def2/J DEFGRID3
* xyz 0 1
P 0.59580 -2.02980 -1.43551
P -0.82593 -0.62008 -0.63990
C 0.03730 -0.25481 0.93782
C -0.79415 0.91076 1.56945
C -0.36540 1.77743 0.67382
C 0.43465 0.69658 -0.16869
H 0.72669 -1.20506 -2.64765
H -0.29589 -2.90753 -2.17139
H 0.88829 -0.72471 1.38355
H -1.29725 0.92833 2.44109
H -0.57495 2.83845 0.49682
H 1.47083 0.59043 -0.43942
*
```

Kohn-Sham gap: 9.79 eV
SMILES: [PH2]#P1[C@@H]2C=C[C@@H]21
HOMO level: -8.775 eV

Mulliken atomic charge list, values in e, 8 entries:
1 P -0.217
2 P -0.012
3 C -0.141
4 C -0.666
5 C -0.363
6 C -0.378
7 H 0.069
8 H 0.068



[4]
ORCA calculation (the ωB97M-V functional and the def2-TZVPD basis) on C4H6P2 in the gas phase.

```
! wB97M-V def2-TZVPD RIJCOSX def2/J DEFGRID3
* xyz 0 3
C 0.30912 -0.63059 -1.20327
C -0.04431 0.04348 -0.06981
C 1.34527 -0.60107 -2.26255
C -1.23908 0.82597 2.36142
P -0.89849 -1.54838 -0.36257
P 0.24901 1.42515 1.28460
H 1.02998 0.27253 -2.83082
H 1.19875 -1.45064 -2.85700
H 2.25662 -0.47602 -1.81342
H -2.12906 1.30944 2.04666
H -0.87241 -0.24903 2.27746
H -1.20540 1.07916 3.42930
*
```

⟨S²⟩: 2.0058
Kohn-Sham gap (alpha / beta): 7.26 / 7.67 eV
HOMO level (alpha / beta): -6.230 / -9.169 eV

Mulliken atomic charge list, values in e, 8 entries:
1 C 0.572
2 C -0.482
3 C -0.885
4 C -0.841
5 P -0.253
6 P 0.130
7 H 0.260
8 H 0.311



[5]
ORCA calculation (the ωB97M-V functional and the def2-TZVPD basis) on C4H6S as an isolated structure.

```
! wB97M-V def2-TZVPD RIJCOSX def2/J DEFGRID3
* xyz 0 1
C 0.32074 1.09595 0.13099
C 0.47690 -0.09630 -0.62525
C -0.86153 -0.70306 -0.39718
C -1.85578 -1.16384 0.00219
H -0.42279 0.70383 1.10578
H -0.15877 2.19443 -0.56423
H 1.56394 1.46303 0.40497
H 0.58948 -0.00186 -1.64734
H 1.40572 -1.08460 1.23138
H -2.93914 -1.39247 0.44222
S 1.88123 -1.01512 -0.08353
*
```

Kohn-Sham gap: 10.12 eV
HOMO level: -9.268 eV

Mulliken atomic charge list, values in e, 8 entries:
1 C -0.907
2 C 0.069
3 C -0.795
4 C 0.286
5 H 0.276
6 H 0.253
7 H 0.244
8 H 0.284



[6]
ORCA calculation (the ωB97M-V functional and the def2-TZVPD basis) on C4H6S in the gas phase.

```
! wB97M-V def2-TZVPD RIJCOSX def2/J DEFGRID3
* xyz 0 1
C -0.96472 -1.20301 -0.05791
C -0.86183 0.10653 -0.35244
C 0.27013 1.05205 -0.09784
C 1.29320 0.12669 0.40795
S 2.71024 -0.39152 -0.28092
H -0.33413 -1.80188 0.56046
H -1.80702 -1.68265 -0.68416
H -1.70559 0.65176 -0.76859
H 0.61382 1.77014 -0.88110
H -0.09250 1.66450 0.74834
H 0.87840 -0.29261 1.40622
*
```

Kohn-Sham gap: 8.58 eV
SMILES: C=CCC=S
HOMO level: -8.711 eV

Mulliken atomic charge list, values in e, 8 entries:
1 C -0.636
2 C -0.200
3 C -0.124
4 C -0.466
5 S -0.203
6 H 0.278
7 H 0.198
8 H 0.321



[7]
ORCA calculation (the ωB97M-V functional and the def2-TZVPD basis) on C4H6S2 in the gas phase.

```
! wB97M-V def2-TZVPD RIJCOSX def2/J DEFGRID3
* xyz 0 1
S -2.04318 -0.20170 -0.37844
C -0.68450 0.25381 0.70468
C 0.08631 1.41577 0.25661
C 1.25438 1.12238 -0.24812
S 1.68092 -0.58542 -0.32883
C 0.33700 -0.90762 0.78286
H -1.26587 -0.59826 -1.41397
H -1.14781 0.42559 1.67586
H -0.25282 2.42089 0.35997
H 1.96307 1.80464 -0.71142
H -0.13142 -1.87522 0.61399
H 0.67196 -0.88979 1.81572
*
```

Kohn-Sham gap: 9.18 eV
SMILES: S[C@@H]1C=CSC1
HOMO level: -8.352 eV

Mulliken atomic charge list, values in e, 8 entries:
1 S -0.231
2 C 0.044
3 C -0.587
4 C -0.214
5 S -0.113
6 C -0.828
7 H 0.134
8 H 0.294



[8]
ORCA calculation (the ωB97M-V functional and the def2-TZVPD basis) on C4H7AgO2 as an isolated structure.

```
! wB97M-V def2-TZVPD RIJCOSX def2/J DEFGRID3
* xyz -1 2
O 1.43828 -1.10902 -1.81007
C 0.52655 -1.22798 -0.92514
C -0.60513 -0.44017 -0.78270
H -1.42465 -0.85606 -0.18887
H 0.72067 -1.95979 -0.11390
H -0.92290 0.18292 -1.62560
Ag 2.12099 -0.31934 -3.94481
C -1.46153 2.53977 1.48333
C -0.38148 1.82317 1.04215
O -2.06098 2.32072 2.69147
H -1.54034 3.59579 1.19596
H 0.14679 1.16113 1.74137
H 0.28416 2.32267 0.33453
H -1.41233 2.37841 3.42766
*
```

⟨S²⟩: 0.7516
Kohn-Sham gap (alpha / beta): 5.38 / 6.15 eV
HOMO level (alpha / beta): -2.258 / -3.030 eV

Mulliken atomic charge list, values in e, 8 entries:
1 O -0.572
2 C 0.189
3 C -1.126
4 H 0.290
5 H 0.243
6 H 0.271
7 Ag -0.233
8 C -0.014



[9]
ORCA calculation (the ωB97M-V functional and the def2-TZVPD basis) on C4H7BN2 as an isolated structure.

```
! wB97M-V def2-TZVPD RIJCOSX def2/J DEFGRID3
* xyz 0 3
B -0.63596 -0.32565 1.58423
C 0.93406 1.71718 -0.83007
C 0.93189 0.75478 -1.71687
C 0.01510 -0.28837 -1.76904
C -0.64082 -1.05169 -0.85778
N -1.10096 -0.65290 0.41920
N 0.11410 0.03492 2.79748
H 1.64005 2.47452 -0.68607
H 1.63996 0.46303 -2.60313
H -0.25538 -0.45404 -2.83932
H -1.20926 -1.86019 -1.33006
H 0.01805 1.26729 0.10626
H -0.40948 0.01294 3.66782
H 1.11615 -0.12471 2.83926
*
```

⟨S²⟩: 2.0233
Kohn-Sham gap (alpha / beta): 5.59 / 7.74 eV
HOMO level (alpha / beta): -5.202 / -9.248 eV

Mulliken atomic charge list, values in e, 8 entries:
1 B 0.184
2 C -0.597
3 C 0.002
4 C -0.294
5 C -0.083
6 N -0.328
7 N -0.485
8 H 0.369



[10]
ORCA calculation (the ωB97M-V functional and the def2-TZVPD basis) on a 2-piece molecular cluster, C4H7BN2O overall.

```
! wB97M-V def2-TZVPD RIJCOSX def2/J DEFGRID3
* xyz 0 1
B -0.30640 0.71332 0.39062
C 1.74170 -0.92228 0.37253
C 2.13441 1.13359 -0.45234
C 1.14213 0.37068 0.16369
C -1.91213 -0.70698 -0.70400
N 3.01069 -0.88641 -0.06110
N 3.19021 0.34345 -0.56597
O -0.80042 1.83772 0.82548
H 1.37192 -1.96901 0.62298
H 2.11390 2.15884 -0.88474
H -1.52924 -1.62337 -0.36063
H -1.81846 -0.58488 -1.75969
H -2.79965 -0.36864 -0.26110
H 4.17113 0.69346 -0.71142
H -1.71122 2.06321 1.12336
*
```

Kohn-Sham gap: 8.22 eV
HOMO level: -7.763 eV

Mulliken atomic charge list, values in e, 8 entries:
1 B 0.343
2 C -0.329
3 C -0.576
4 C 0.487
5 C -1.087
6 N -0.725
7 N 0.228
8 O -0.570



[11]
ORCA calculation (the ωB97M-V functional and the def2-TZVPD basis) on C4H7BiO3 as an isolated structure.

```
! wB97M-V def2-TZVPD RIJCOSX def2/J DEFGRID3
* xyz 1 2
O -0.25446 -0.31650 -1.31956
Bi -3.25610 1.80741 -0.70472
O -1.50395 1.37692 -1.95819
C -0.93373 0.74875 -1.04611
O -1.33990 1.01718 0.16588
C -0.68926 0.67884 1.51966
H 0.31308 1.12518 1.38219
H -1.36159 1.29690 2.13988
C 0.39786 -1.18704 -0.25190
C 1.84373 -0.82446 -0.01273
H -0.19022 -1.33046 0.66067
H 0.33026 -2.17014 -0.73419
H 1.93658 0.16740 0.44964
H 2.29286 -1.56780 0.66097
H 2.41483 -0.82219 -0.95150
*
```

⟨S²⟩: 0.7805
Kohn-Sham gap (alpha / beta): 4.27 / 4.12 eV
HOMO level (alpha / beta): -11.162 / -11.119 eV

Mulliken atomic charge list, values in e, 8 entries:
1 O -0.256
2 Bi 0.935
3 O -0.583
4 C 1.082
5 O -0.335
6 C -0.623
7 H 0.191
8 H 0.174



[12]
ORCA calculation (the ωB97M-V functional and the def2-TZVPD basis) on a 2-piece molecular cluster, C4H7BrClIN4O4 overall.

```
! wB97M-V def2-TZVPD RIJCOSX def2/J DEFGRID3
* xyz 0 1
Br 2.53660 -0.78183 2.43599
C 2.71013 0.42052 0.93474
C 1.88116 1.69925 1.12083
C 0.75908 1.84725 0.07936
C -0.32234 0.85317 0.28325
N -0.21485 -0.45131 0.02821
N -1.36505 -1.01138 0.29275
N -2.18339 -0.10801 0.71889
I -4.12643 -0.41402 1.21879
N -1.55875 1.08564 0.72043
H 2.41477 -0.13767 0.05025
H 3.76644 0.65091 0.84302
H 1.46047 1.71930 2.12539
H 2.53015 2.56615 0.99894
H 0.36247 2.86281 0.07043
H 1.15272 1.65399 -0.92067
H -2.01277 1.94187 1.00415
O -0.56268 -3.57781 -1.61882
Cl -1.55452 -2.89209 -2.40905
O -2.81229 -2.85455 -1.68141
O -1.74156 -3.55426 -3.66743
O -1.11936 -1.51795 -2.62804
*
```

Kohn-Sham gap: 5.49 eV
HOMO level: -8.268 eV

Mulliken atomic charge list, values in e, 8 entries:
1 Br -0.159
2 C -0.668
3 C -0.667
4 C -0.898
5 C 0.507
6 N 0.073
7 N -0.226
8 N -0.158



[13]
ORCA calculation (the ωB97M-V functional and the def2-TZVPD basis) on an isolated ion of composition C4H7BrN and charge +1.

```
! wB97M-V def2-TZVPD RIJCOSX def2/J DEFGRID3
* xyz 1 1
Br 1.54141 -2.41472 -0.43490
C 1.05859 -0.72533 -1.21240
C -0.10409 -0.02296 -0.17801
C -0.22640 1.36956 0.05300
N -0.15078 0.45055 1.20108
C -1.07873 -0.53942 0.70913
H 1.85167 0.06700 -1.41684
H 0.44370 -0.84044 -2.08197
H 0.65670 1.96746 -0.09351
H -1.09160 1.95369 -0.24007
H 0.19892 0.39599 2.17893
H -2.09194 -0.11670 0.51024
H -1.00745 -1.54469 1.00532
*
```

Kohn-Sham gap: 11.22 eV
SMILES: BrC[C@]12C[N@H+]1C2
HOMO level: -14.538 eV

Mulliken atomic charge list, values in e, 8 entries:
1 Br -0.080
2 C -0.539
3 C 0.261
4 C -0.428
5 N -0.122
6 C -0.363
7 H 0.391
8 H 0.389



[14]
ORCA calculation (the ωB97M-V functional and the def2-TZVPD basis) on a 2-piece molecular cluster, C4H7BrN3O overall.

```
! wB97M-V def2-TZVPD RIJCOSX def2/J DEFGRID3
* xyz 1 1
C 0.00346 -0.96386 -2.15461
C -1.34328 0.87877 -1.84914
C 0.91100 -0.65719 -1.00432
C 0.76165 0.74880 -0.56645
N -0.98806 -0.26277 -2.49704
N -0.22296 1.46034 -1.01817
N -0.59601 0.28578 1.70792
O -2.36073 1.46505 -1.87539
Br 2.10808 1.53469 0.45758
H 0.20648 -1.85577 -2.73605
H 0.68251 -1.33151 -0.16596
H 1.95437 -0.87816 -1.26342
H -0.36109 2.43065 -0.73998
H -0.68117 -0.66117 2.06730
H -1.54454 0.63169 1.59630
H -0.17904 0.83627 2.45391
*
```

Kohn-Sham gap: 9.51 eV
HOMO level: -14.784 eV

Mulliken atomic charge list, values in e, 8 entries:
1 C -0.029
2 C 0.383
3 C -0.496
4 C 0.321
5 N -0.405
6 N -0.011
7 N -0.711
8 O -0.371



[15]
ORCA calculation (the ωB97M-V functional and the def2-TZVPD basis) on an isolated ion of composition C4H7BrN3S and charge +1.

```
! wB97M-V def2-TZVPD RIJCOSX def2/J DEFGRID3
* xyz 1 3
C -2.91423 -0.24203 -0.21158
C 0.00665 -2.21391 -0.15597
C -0.70692 -1.06789 -0.34806
C -1.40636 1.91613 0.30901
N -2.02350 -1.09594 -0.09228
N 1.31098 -2.35040 -0.38472
N -0.71962 3.03367 0.28716
S -2.56552 1.52210 -0.83105
Br -4.72370 -0.51661 0.16725
H -0.51640 -3.07835 0.22992
H -0.23888 -0.17620 -0.76035
H -1.21613 1.22667 1.12555
H 1.75151 -3.24931 -0.30775
H -0.88370 3.72263 -0.43705
H 1.83753 -1.59678 -0.80025
H -0.06929 3.27462 1.02173
*
```

⟨S²⟩: 2.0190
Kohn-Sham gap (alpha / beta): 4.84 / 5.74 eV
HOMO level (alpha / beta): -8.952 / -12.847 eV

Mulliken atomic charge list, values in e, 8 entries:
1 C 0.395
2 C 0.204
3 C -0.325
4 C -0.276
5 N -0.436
6 N -0.274
7 N -0.396
8 S -0.092



[16]
ORCA calculation (the ωB97M-V functional and the def2-TZVPD basis) on C4H7BrN4 in the gas phase.

```
! wB97M-V def2-TZVPD RIJCOSX def2/J DEFGRID3
* xyz 0 1
C 0.99600 2.61666 0.02909
C 0.55281 1.22321 -0.04147
N -0.83341 1.06457 0.14266
N -1.26019 -0.22115 0.27537
C -0.27990 -1.01293 0.09415
N -0.32011 -2.35453 0.00813
N -1.51299 -3.10028 -0.17941
C 1.15935 0.05911 -0.18055
Br 3.01938 -0.14262 -0.23971
H 1.89485 2.73362 0.65255
H 1.34585 2.87153 -0.91927
H 0.20040 3.25828 0.41630
H -1.39653 1.86581 0.27880
H 0.41379 -2.85339 -0.38566
H -2.17452 -2.56679 -0.69286
H -1.80477 -3.44108 0.74189
*
```

Kohn-Sham gap: 8.58 eV
SMILES: Cc1[nH]nc(NN)c1Br
HOMO level: -7.751 eV

Mulliken atomic charge list, values in e, 8 entries:
1 C -1.182
2 C 0.422
3 N 0.174
4 N -0.819
5 C 0.610
6 N -0.088
7 N -0.628
8 C -0.198



[17]
ORCA calculation (the ωB97M-V functional and the def2-TZVPD basis) on an isolated ion of composition C4H7BrNS and charge +1.

```
! wB97M-V def2-TZVPD RIJCOSX def2/J DEFGRID3
* xyz 1 1
C -0.16583 -1.14812 1.20976
N 0.11781 0.09540 0.41821
C -1.01225 0.85237 -0.00490
C -0.69724 1.62199 -1.08320
S 0.81708 1.30875 -1.99008
C 1.04882 -0.19836 -0.90491
Br 2.84039 -0.61911 -0.21715
H -0.34488 -1.99929 0.40413
H 0.65855 -1.40556 1.96888
H -1.20788 -0.97347 1.62583
H 0.63174 0.71190 1.02318
H -1.87425 0.70715 0.63973
H -1.49334 2.17261 -1.63248
H 0.68128 -1.12625 -1.45700
*
```

Kohn-Sham gap: 9.70 eV
SMILES: C[N@@H+]1C=CS[C@H]1Br
HOMO level: -13.633 eV

Mulliken atomic charge list, values in e, 8 entries:
1 C -0.720
2 N -0.049
3 C -0.165
4 C -0.365
5 S 0.035
6 C -0.135
7 Br 0.002
8 H 0.308



What are the energy relative to the best compared isomer or geometry (same formula, charge and spin) values for these records? In order: 105.7, 662.4, 192.2, 130.1, 443.6, 162.4, 19.9, 54.7, 288.7, 243.8, 444.5, 0.0, 214.9, 0.7, 0.0, 16.6, 221.6 kJ/mol.